Here is an isolated molecule of C6H5N3O at a distorted geometry from the OMol25 dataset. Energies are from ωB97M-V/def2-TZVPD.

Structure (XYZ):
```
15
C6H5N3O | the OMol25 dataset | ωB97M-V/def2-TZVPD
C -0.153 1.061 2.236
N -0.568 -1.860 -0.021
H -0.386 1.335 3.294
C -0.361 -0.585 0.613
C 0.113 0.343 -0.271
C 0.244 -0.367 -1.592
C -0.484 -0.231 1.936
O 0.352 0.135 -2.684
C 0.326 2.023 1.232
N 0.493 1.641 -0.004
N 0.061 -1.671 -1.312
H -0.836 -0.955 2.634
H -0.323 -2.276 -1.989
H 0.616 3.036 1.468
H 0.094 -2.460 0.507
```

Values from the calculation:
LUMO level = 0.24 eV
ΔE to the lowest compared entry with this formula, charge and spin = 17.7 kcal per mole
SMILES = O=c1[nH][nH]c2cccnc12
largest force on an atom = 2.60 eV/A
electronic energy = -471.1182 a.u.

Results of the Löwdin charge analysis, in e, for atoms 1 through 5: -0.035, 0.064, 0.113, -0.217, -0.125